<one>
Density functional theory data (ωB97M-V/def2-TZVPD) for a 2-piece molecular cluster, C3H6O2 overall.

Geometry as ORCA input:
```
! RIJCOSX wB97M-V def2-TZVPD def2/J DEFGRID3
* xyz 0 1
C 0.492 -0.219 1.426
C -0.382 0.398 0.387
C -0.392 -0.189 -0.973
O 0.586 1.160 0.886
O 0.886 -0.526 -1.455
H 0.309 -0.318 2.385
H 1.181 -0.864 1.013
H -2.360 0.959 0.596
H -0.877 0.551 -1.688
H -0.811 -1.232 -1.088
H 1.367 0.280 -1.490
*
```

Frontier orbital gap (spin up / spin down): 9.389 / 9.024 eV
HOMO (spin up / spin down): -9.5 / -9.2 eV

<two>
Density functional theory data (ωB97M-V/def2-TZVPD) for one molecule with the formula C3H6O2.

Geometry as ORCA input:
```
! RIJCOSX wB97M-V def2-TZVPD def2/J DEFGRID3
* xyz 0 1
C 0.689 0.634 1.227
C -0.070 -0.360 0.384
O -0.176 -1.526 0.707
C -0.659 0.060 -0.961
O -0.176 -0.793 -1.969
H 0.487 0.467 2.287
H 0.481 1.671 0.952
H 1.757 0.446 1.060
H -0.397 1.085 -1.236
H -1.755 -0.002 -0.865
H -0.183 -1.682 -1.584
*
```

Frontier orbital gap: 10.797 eV
HOMO: -9.9 eV
SMILES string: CC(=O)CO

The winner here is <two>, beating the second structure by 128.6 kcal/mol.

<one>
Density functional theory data (ωB97M-V/def2-TZVPD) for one molecule with the formula C3H6O2.

Geometry as ORCA input:
```
! RIJCOSX wB97M-V def2-TZVPD def2/J DEFGRID3
* xyz 0 1
C -1.522 -0.087 -0.140
C -0.152 0.312 0.343
O 0.009 1.052 1.296
C 1.071 -0.276 -0.338
O 2.238 0.242 0.215
H -1.922 -0.836 0.552
H -1.508 -0.513 -1.148
H -2.187 0.779 -0.109
H 1.022 -0.075 -1.420
H 1.014 -1.374 -0.222
H 1.937 0.777 0.973
*
```

Frontier orbital gap: 11.213 eV
HOMO: -10.4 eV
SMILES string: CC(=O)CO

<two>
Density functional theory data (ωB97M-V/def2-TZVPD) for a 2-piece molecular cluster, C3H6O2 overall.

Geometry as ORCA input:
```
! RIJCOSX wB97M-V def2-TZVPD def2/J DEFGRID3
* xyz 0 1
C -0.144 2.042 -1.197
C -0.552 1.253 -0.216
O 0.030 1.309 1.009
H -0.722 2.057 -2.106
H 0.585 2.826 -1.061
H -1.284 0.473 -0.372
H -0.391 0.692 1.621
C 0.615 -2.651 0.578
O -0.057 -1.769 0.137
H 0.887 -3.557 0.004
H 1.034 -2.674 1.604
*
```

Frontier orbital gap: 9.307 eV
HOMO: -8.6 eV
SMILES string: C=CO.C=O

<three>
Density functional theory data (ωB97M-V/def2-TZVPD) for one molecule with the formula C3H6O2.

Geometry as ORCA input:
```
! RIJCOSX wB97M-V def2-TZVPD def2/J DEFGRID3
* xyz 0 1
C -0.905 -0.227 0.908
C 0.187 -0.519 0.018
O -0.627 -0.218 -1.450
C 1.303 0.478 -0.003
O 1.289 1.486 -0.677
H -1.333 -1.054 1.467
H -0.871 0.724 1.439
H -1.373 -0.060 -0.598
H 0.499 -1.554 -0.114
H -0.297 0.675 -1.693
H 2.128 0.268 0.703
*
```

Frontier orbital gap: 9.146 eV
HOMO: -8.4 eV

<four>
Density functional theory data (ωB97M-V/def2-TZVPD) for C3H6O2 as an isolated structure.

Geometry as ORCA input:
```
! RIJCOSX wB97M-V def2-TZVPD def2/J DEFGRID3
* xyz 0 1
C 1.614 -0.275 -0.818
C -0.421 -0.367 0.198
C -1.562 0.519 0.749
H 1.085 -1.508 -0.999
H 1.940 0.263 -2.010
H 2.470 -0.234 0.102
H -2.535 0.003 1.013
H -1.209 1.146 1.690
H -1.712 1.504 0.008
O 0.541 0.477 -0.312
O -0.210 -1.528 0.378
*
```

Frontier orbital gap: 11.392 eV
HOMO: -10.6 eV

The winner here is <one>, beating the second structure by 37.7 kcal/mol.

<one>
Density functional theory data (ωB97M-V/def2-TZVPD) for C36H29N10OSTa as an isolated structure.

Geometry as ORCA input:
```
! RIJCOSX wB97M-V def2-TZVPD def2/J DEFGRID3
* xyz 2 1
Ta 0.579 -0.609 1.294
C 0.248 -4.233 -1.270
C 0.640 -2.882 -0.703
N 0.652 -2.767 0.551
N 0.274 -3.896 1.214
C -0.125 -3.640 2.412
N -0.684 -4.546 3.212
S 0.053 -2.089 3.186
C 1.110 -1.773 -1.601
C 1.257 -1.925 -2.950
C 1.846 -0.913 -3.700
C 2.204 0.225 -2.994
C 2.046 0.332 -1.610
N 1.447 -0.664 -0.947
H 0.307 -4.300 -2.338
H 0.769 -5.048 -0.778
H -0.803 -4.316 -1.009
H -0.561 -5.534 3.126
H -1.046 -4.278 4.092
H 0.903 -2.763 -3.570
H 2.001 -1.080 -4.782
H 2.611 1.077 -3.461
H 2.390 1.177 -1.092
O 0.924 2.012 4.513
C 0.504 1.369 3.593
N 1.294 0.527 2.813
C 2.671 0.617 3.162
C 3.513 -0.205 2.288
C 4.893 -0.108 2.222
C 5.574 -0.950 1.381
C 4.885 -1.972 0.679
C 3.567 -2.079 0.907
N 2.866 -1.094 1.572
C -0.950 1.258 3.416
C -1.874 2.069 4.042
C -3.208 1.894 3.848
C -3.626 0.866 3.074
C -2.620 0.111 2.364
N -1.313 0.378 2.510
H 3.132 1.580 3.174
H 2.918 0.258 4.148
H 5.431 0.681 2.722
H 6.641 -0.700 1.243
H 5.388 -2.597 -0.070
H 2.929 -2.779 0.384
H -1.538 2.812 4.731
H -3.837 2.641 4.305
H -4.684 0.605 2.868
H -2.860 -0.559 1.578
N -4.099 4.546 -6.577
C -3.550 3.968 -5.729
C -2.976 3.276 -4.555
C -3.597 3.430 -3.323
C -3.106 2.714 -2.254
C -1.982 1.917 -2.403
C -1.300 1.803 -3.636
C -1.829 2.509 -4.685
C -1.370 1.186 -1.268
C -1.815 -0.041 -0.864
C -2.900 -0.703 -1.427
C -2.999 -1.938 -0.822
C -1.983 -1.976 0.130
N -1.251 -0.867 0.109
C -0.328 1.895 -0.680
C 0.068 3.196 -1.015
C 0.974 3.578 -0.020
C 1.086 2.525 0.907
N 0.347 1.481 0.480
H -4.471 4.077 -3.192
H -3.677 2.660 -1.310
H -0.458 1.107 -3.764
H -1.442 2.429 -5.652
H -3.515 -0.231 -2.202
H -3.749 -2.719 -0.879
H -1.841 -2.708 0.893
H -0.198 3.832 -1.826
H 1.499 4.503 0.077
H 1.718 2.363 1.738
*
```

Frontier orbital gap: 6.770 eV
HOMO: -13.6 eV

<two>
Density functional theory data (ωB97M-V/def2-TZVPD) for C36H29N10OSTa as an isolated structure.

Geometry as ORCA input:
```
! RIJCOSX wB97M-V def2-TZVPD def2/J DEFGRID3
* xyz 2 1
Ta 0.065 0.272 -1.228
C -4.299 1.582 -1.674
C -3.067 0.777 -1.462
N -1.879 1.337 -1.307
N -1.936 2.740 -1.238
C -0.847 3.360 -1.458
N -0.804 4.659 -1.117
S 0.514 2.597 -2.310
C -3.075 -0.656 -1.250
C -4.064 -1.545 -1.099
C -3.805 -2.844 -0.469
C -2.825 -3.277 0.395
C -1.837 -2.473 1.168
N -1.736 -1.142 -0.989
H -4.186 2.327 -2.428
H -5.123 0.909 -1.967
H -4.601 2.086 -0.728
H -1.669 5.016 -0.735
H -0.156 5.283 -1.523
H -5.074 -1.280 -1.395
H -4.455 -3.637 -0.855
H -2.831 -4.322 0.595
H -1.200 -3.014 1.891
O 1.514 -3.236 -2.984
C 0.840 -2.317 -2.690
N 0.689 -1.767 -1.461
C 1.817 -1.970 -0.547
C 2.792 -0.905 -0.943
C 4.147 -0.930 -0.625
C 4.947 0.036 -1.235
C 4.414 0.925 -2.162
C 3.053 0.965 -2.346
N 2.243 0.094 -1.684
C -0.015 -1.586 -3.702
C -0.471 -2.168 -4.878
C -1.437 -1.499 -5.594
C -1.766 -0.186 -5.243
C -1.164 0.369 -4.147
N -0.357 -0.330 -3.320
H 2.236 -2.964 -0.718
H 1.517 -1.815 0.501
H 4.587 -1.627 0.067
H 5.993 0.081 -0.942
H 5.095 1.600 -2.689
H 2.612 1.691 -3.000
H -0.110 -3.130 -5.187
H -1.928 -1.981 -6.434
H -2.516 0.316 -5.842
H -1.360 1.407 -3.877
N 2.265 -1.477 8.734
C 1.789 -0.916 7.856
C 1.295 -0.374 6.613
C 0.939 0.957 6.356
C 0.675 1.370 5.047
C 0.794 0.464 4.005
C 1.087 -0.891 4.236
C 1.364 -1.276 5.538
C 0.620 0.739 2.548
C 1.441 1.460 1.823
C 2.520 2.216 2.352
C 3.026 2.937 1.316
C 2.261 2.570 0.188
N 1.323 1.679 0.454
C -0.456 0.015 1.948
C -1.600 -0.368 2.554
C -2.401 -1.079 1.576
C -1.431 -1.260 0.411
N -0.328 -0.405 0.624
H 0.842 1.662 7.205
H 0.463 2.443 4.878
H 1.166 -1.589 3.397
H 1.626 -2.314 5.674
H 2.887 2.152 3.356
H 3.865 3.653 1.365
H 2.399 3.020 -0.798
H -1.815 -0.216 3.588
H -3.476 -0.950 1.485
H -1.620 -2.049 -1.466
*
```

Frontier orbital gap: 6.820 eV
HOMO: -13.6 eV

The winner here is <one>, beating the second structure by 48.5 kcal/mol.